1.
{"formula": "C4H14N3Ru", "method": "the ωB97M-V functional and the def2-TZVPD basis", "de_lowest_kcal_mol": 0.00, "multiplicity": 5, "e_homo_ev": [-10.52, -12.68], "total_charge": 1, "orbital_gap_ev": [7.3, 7.8], "energy_ha": -419.53712, "lumo_ev": [-3.174, -4.849], "elements": ["C", "Ru", "N", "H", "H", "H", "H", "H", "H", "H", "H", "C", "N", "C", "C", "N", "H", "H", "H", "H", "H", "H"], "xyz": [[-2.0624, -0.4440, -2.3594], [1.4006, -0.5721, 0.8369], [1.6617, 0.6629, -0.7584], [0.4909, -1.4888, -0.0238], [-2.4713, 0.5167, -2.1435], [-2.8065, -1.2331, -2.2329], [-1.2853, -0.5926, -1.5684], [-1.5857, -0.4663, -3.3405], [2.6456, 0.7523, -1.0114], [1.2651, 1.6130, -0.6776], [1.1734, 0.2125, -1.5403], [0.8394, 1.1349, 5.6595], [0.1635, 0.1073, 4.8372], [-0.7442, -0.8817, 5.4678], [0.3666, 0.0640, 3.5646], [0.8069, -0.1506, 2.4846], [0.6245, 0.9353, 6.7126], [0.4775, 2.1410, 5.3927], [1.9266, 1.0815, 5.4928], [-1.7773, -0.7372, 5.1199], [-0.4150, -1.9009, 5.2122], [-0.7017, -0.7524, 6.5524]], "forces_ev_per_angstrom": [[1.14, -0.65, 0.90], [1.70, -1.38, -1.21], [0.26, 1.90, -2.10], [-1.14, -1.65, -1.28], [-0.58, 0.68, -0.16], [0.10, 0.19, -0.21], [-0.43, -0.16, -0.62], [-0.22, -0.05, 0.09], [-0.16, 0.17, -0.23], [0.34, -0.53, -0.09], [0.24, 0.24, 0.09], [0.19, 0.43, -0.19], [-0.64, 0.16, 0.26], [-0.23, -0.30, -0.18], [1.51, -0.97, -0.18], [-2.10, 1.88, 5.18], [0.03, 0.04, -0.31], [0.13, -0.41, 0.18], [-0.41, 0.02, 0.08], [0.36, -0.01, 0.18], [-0.11, 0.39, 0.10], [0.00, 0.01, -0.30]], "mulliken_spin": [-0.035, 3.228, 0.091, 0.189, 0.001, 0.001, 0.018, -0.001, 0.005, 0.004, -0.002, 0.012, 0.059, 0.010, 0.320, 0.094, 0.000, 0.001, 0.002, 0.002, 0.002, -0.002]}

---

2.
{"formula": "C4H14N3S", "method": "the ωB97M-V functional and the def2-TZVPD basis", "de_lowest_kcal_mol": 46.24, "e_homo_ev": -11.25, "total_charge": 1, "orbital_gap_ev": 7.8, "energy_ha": -722.99284, "lumo_ev": -3.436, "elements": ["C", "C", "N", "N", "N", "H", "H", "H", "H", "H", "H", "H", "H", "C", "C", "S", "H", "H", "H", "H", "H", "H"], "xyz": [[-1.3921, -0.9273, -2.7512], [-0.8555, -1.8475, -0.5675], [-0.3713, -1.1783, -1.7298], [-2.0496, -1.4860, -0.0561], [0.0553, -2.5274, 0.0872], [0.4421, -1.6082, -2.1543], [-2.4630, -0.7257, -0.5678], [-2.4662, -1.9767, 0.6626], [0.9484, -2.8323, -0.3356], [-0.1348, -2.7049, 1.0896], [-2.0562, -1.8346, -3.0048], [-0.9324, -0.7547, -3.6621], [-1.9899, -0.0275, -2.5575], [0.3369, 0.7828, 0.5676], [1.1651, 2.7482, 2.5595], [1.6045, 2.1285, 0.8299], [-0.6791, 0.9195, 0.8223], [0.4091, 0.5887, -0.4858], [0.7539, -0.1031, 1.0849], [0.8336, 2.1471, 3.4142], [0.5107, 3.5676, 2.5658], [2.1848, 3.0939, 2.8911]], "forces_ev_per_angstrom": [[-1.93, -1.14, 0.31], [1.68, 2.69, -1.52], [-2.47, -1.99, 0.97], [2.79, 0.39, -2.86], [-0.12, -1.25, 1.48], [0.14, 0.02, 0.44], [-0.74, -0.08, 0.36], [-1.13, -0.86, 1.63], [-1.04, 0.37, 0.54], [0.59, -0.16, -1.08], [0.75, 1.31, 0.88], [1.25, 0.60, -1.68], [0.07, -0.33, 0.21], [2.69, -0.24, 0.20], [2.74, -0.35, 0.11], [-2.02, -0.40, 1.68], [-0.94, 0.78, 0.54], [-0.03, -0.01, -0.41], [-0.47, 0.38, -0.13], [0.07, -0.97, -0.86], [-0.82, 1.24, -0.57], [-1.06, 0.01, -0.24]], "nbo_charge": [-0.453, 0.697, -0.574, -0.751, -0.744, 0.409, 0.436, 0.430, 0.446, 0.434, 0.215, 0.241, 0.216, -0.743, -0.734, 0.179, 0.206, 0.219, 0.194, 0.226, 0.216, 0.235]}